Entry 1:
8
Properties=species:S:1:pos:R:3 method="wB97M-V/def2-TZVPD" e_above_lowest_kcal_mol=46.5 e_tot_ev=-12452.12080 total_charge=0 orbital_gap_ev=9.0304
C 0.0735 -0.7233 0.9878
O -0.9035 0.4287 -1.3152
P 0.5593 -0.1423 -0.8217
H 1.0133 -0.8541 1.4931
H -0.5036 -1.5620 0.6777
H -0.5137 0.1859 1.3857
H -1.0599 0.9657 -2.1342
H 1.3344 1.7015 -0.2731

=====

Entry 2:
16
Properties=species:S:1:pos:R:3 method="wB97M-V/def2-TZVPD" e_above_lowest_kcal_mol=20.7 e_tot_ev=-11899.93161 smiles="CNC(=O)O.O.O" total_charge=0 orbital_gap_ev=10.3724
C 2.2008 -0.2658 -0.9737
N 0.9243 -0.0252 -0.2415
C -0.1072 -0.8467 -0.4077
O -0.6539 -1.5209 0.4622
O -0.4373 -0.9722 -1.7444
H 2.2688 -1.3098 -1.1897
H 3.0429 0.0619 -0.3420
H 2.2549 0.2290 -2.0278
H 0.9764 0.3801 0.6794
H 0.3842 -0.7853 -2.2554
O -0.1391 0.5255 2.4980
H -0.0237 0.2185 3.4055
H -0.5633 -0.2115 1.9696
O -1.7603 2.3783 0.1245
H -1.0891 2.8951 -0.3921
H -2.3576 2.0879 -0.5913

=====

Entry 3:
24
Properties=species:S:1:pos:R:3 method="wB97M-V/def2-TZVPD" e_above_lowest_kcal_mol=93.7 e_tot_ev=-23322.36845 total_charge=+1 orbital_gap_ev=7.6912
C -0.1696 -0.8495 -1.6926
C -0.6440 0.9398 -0.2981
C 1.5687 1.5042 0.0614
C 2.3493 -0.9720 0.5061
C 0.4478 0.5512 0.5903
C -1.4162 2.1289 -0.0457
C -1.0061 -2.2756 0.1321
N 0.8138 -0.8662 0.4945
N 0.1363 -1.5345 -0.4807
O -0.9480 0.3258 -1.3925
S 2.8603 0.4657 -0.5435
H 0.7948 -0.5827 -2.2973
H -0.7793 -1.5151 -2.5162
H 1.2719 2.2398 -0.7298
H 1.9601 2.2949 0.8283
H 2.4674 -0.7927 1.5727
H 2.5016 -1.8958 -0.0211
H 0.1491 0.6001 1.6119
H -1.1392 2.5212 1.0449
H -2.4802 1.9157 -0.0334
H -1.0368 2.8041 -0.8398
H -0.5135 -2.8429 0.9122
H -1.5951 -2.9347 -0.5644
H -1.6108 -1.4886 0.6357

=====

Entry 4:
20
Properties=species:S:1:pos:R:3 method="wB97M-V/def2-TZVPD" e_above_lowest_kcal_mol=60.7 e_tot_ev=-7457.15252 smiles=CC(C)O.CC total_charge=0 orbital_gap_ev=11.2017
C -0.5290 1.1324 0.9217
C -0.0700 1.6742 -0.4903
C 0.1888 3.2032 -0.4597
O 1.2148 1.0208 -0.7659
H -0.2237 0.0739 0.9327
H -1.4237 1.3833 1.4219
H 0.2310 1.5757 1.6258
H -0.7049 1.5162 -1.3802
H 1.2239 3.4815 -0.9947
H -0.5734 3.5663 -1.0419
H 0.2046 3.5325 0.5557
H 1.8766 1.0923 -0.1401
C -0.5329 -2.8041 0.5639
C 0.1096 -2.9835 -0.7749
H -1.6487 -3.0397 0.7354
H -0.2660 -3.6482 1.2686
H -0.2394 -2.0420 1.2221
H -0.1522 -3.6488 -1.4543
H 0.0199 -1.9542 -1.1954
H 1.2949 -3.1318 -0.5505

=====

Entry 5:
17
Properties=species:S:1:pos:R:3 method="wB97M-V/def2-TZVPD" spin_multiplicity=7 s_squared=12.02 e_tot_ev=-53052.09976 total_charge=+3 orbital_gap_ev="2.4851 / 2.4236"
O 0.3747 -2.4679 0.6995
S -0.6124 -1.3993 0.5992
O -1.9674 -1.6261 0.8801
C -0.3510 -0.7016 -1.0131
C 0.7039 0.4068 -0.9432
C 0.2825 1.5938 -0.0494
C -0.1956 1.0806 1.3695
Cl -1.8388 1.5821 1.7933
O 0.0123 -0.2891 1.5419
H -1.3130 -0.3428 -1.3922
H -0.0734 -1.5591 -1.6538
H 1.6744 0.0387 -0.5900
H 0.8608 0.8121 -1.9478
H -0.4642 2.2327 -0.5201
H 1.1569 2.2186 0.1398
H 0.3646 1.5937 2.1818
Eu 1.3857 -3.1732 -1.0954

=====

Entry 6:
12
Properties=species:S:1:pos:R:3 method="wB97M-V/def2-TZVPD" e_above_lowest_kcal_mol=160.4 e_tot_ev=-8796.46199 total_charge=0 orbital_gap_ev="8.3265 / 8.3250"
O -1.3557 -1.6232 1.4391
C -0.9867 -0.5806 1.0868
C -0.7071 0.4374 0.1652
C 0.8300 0.4411 0.2712
C 0.1981 0.4787 -1.0835
C 0.3411 -0.6366 -1.9993
N 0.4686 -1.5421 -2.7081
H 0.0554 0.3320 2.2979
H -1.1268 1.4002 0.4501
H 1.2145 -0.5770 0.4274
H 0.7213 0.7490 1.6971
H 0.0317 1.4335 -1.5808

=====

Entry 7:
21
Properties=species:S:1:pos:R:3 method="wB97M-V/def2-TZVPD" e_above_lowest_kcal_mol=105.8 e_tot_ev=-14954.62640 total_charge=0 orbital_gap_ev=9.5646
C -3.0858 0.9059 1.5393
C -2.3875 1.0110 0.0611
C -0.2569 0.1130 -0.0866
C 0.0875 -2.0729 0.1323
C 1.4135 -1.9068 -0.1766
C 3.2116 -0.2723 -1.1042
C 3.0887 1.0760 -1.2446
C 1.1396 0.3005 -0.5720
H -4.1406 0.1671 1.2321
H -3.2307 2.0075 2.2938
H -2.1767 0.3881 2.1510
H -2.5704 -0.1164 -0.2586
H -3.0624 1.7345 -0.5810
H -0.1724 -3.0204 0.5072
H 2.2907 -2.5213 -0.2061
H 4.0839 -0.7456 -0.9686
H 3.7258 1.7695 -1.6824
N -0.7922 -0.9217 0.3911
N 2.0349 -0.7027 -0.5846
N 1.7296 1.4400 -1.0302
O -0.9302 1.3669 0.1877